108
Properties=species:S:1:pos:R:3 method="wB97M-V/def2-TZVPD" homo_lumo_gap_ev=7.459
C 2.962 3.621 1.337
C 3.109 2.452 0.321
C 3.079 2.978 -1.107
O 1.716 3.197 -1.477
C 1.489 4.483 -2.001
C 0.037 4.844 -1.942
C -0.314 6.203 -1.768
C 0.801 7.255 -1.682
O 1.581 7.243 -2.646
O 0.763 7.958 -0.658
N -1.566 6.632 -1.673
N -2.453 5.723 -1.784
F -3.730 6.191 -1.724
C -2.326 4.414 -1.948
C -3.530 3.532 -2.029
C -4.210 3.487 -0.657
O -3.663 3.037 0.273
Br -5.994 4.219 -0.494
C -1.003 3.925 -2.049
O -0.849 2.613 -2.293
C -0.864 1.730 -1.126
C 0.001 0.535 -1.408
H 2.669 4.514 0.789
H 3.889 3.796 1.873
H 2.155 3.418 2.035
H 2.255 1.802 0.482
H 4.036 1.909 0.493
H 3.665 3.894 -1.165
H 3.480 2.229 -1.793
H 1.837 4.584 -3.034
H 2.025 5.219 -1.405
H -4.219 3.855 -2.805
H -3.216 2.518 -2.245
H -1.874 1.342 -1.010
H -0.569 2.244 -0.216
H 1.060 0.763 -1.349
H -0.224 -0.242 -0.680
H -0.180 0.148 -2.410
O 7.957 6.633 -4.219
C 7.177 7.492 -3.908
O 7.031 7.800 -2.608
C 6.274 8.928 -2.149
C 4.801 8.604 -2.021
C 6.297 8.172 -4.931
H 6.453 9.796 -2.786
H 6.688 9.169 -1.171
H 4.357 8.343 -2.980
H 4.253 9.452 -1.612
H 4.657 7.749 -1.361
H 5.414 7.558 -5.099
H 6.857 8.249 -5.860
H 5.987 9.177 -4.655
O -1.780 -0.666 0.655
C -2.167 -1.714 1.110
O -1.418 -2.807 0.922
C -1.679 -4.052 1.590
C -2.707 -4.873 0.841
C -3.494 -1.843 1.807
H -1.957 -3.884 2.631
H -0.732 -4.583 1.604
H -3.665 -4.370 0.798
H -2.844 -5.840 1.331
H -2.387 -5.040 -0.186
H -4.272 -1.986 1.055
H -3.679 -0.920 2.349
H -3.530 -2.650 2.532
O -4.880 -4.578 -1.111
C -4.951 -5.482 -1.896
O -3.813 -5.972 -2.423
C -3.761 -7.161 -3.216
C -4.055 -6.879 -4.674
C -6.280 -6.025 -2.367
H -4.415 -7.930 -2.802
H -2.742 -7.529 -3.111
H -5.066 -6.495 -4.814
H -3.947 -7.788 -5.267
H -3.366 -6.127 -5.058
H -6.641 -5.405 -3.186
H -6.983 -5.962 -1.540
H -6.250 -7.064 -2.687
O -1.806 -1.202 4.364
C -1.666 -1.957 5.285
O -2.246 -3.173 5.216
C -1.993 -4.222 6.156
C -2.882 -4.111 7.377
C -0.931 -1.555 6.542
H -0.934 -4.260 6.415
H -2.215 -5.143 5.621
H -2.694 -3.190 7.929
H -2.715 -4.954 8.047
H -3.930 -4.102 7.079
H -1.622 -1.028 7.199
H -0.127 -0.880 6.260
H -0.483 -2.386 7.081
O 0.650 -6.533 2.287
C 1.676 -6.158 1.787
O 2.842 -6.484 2.374
C 4.116 -6.251 1.768
C 4.622 -4.849 2.039
C 1.682 -5.264 0.569
H 4.085 -6.481 0.702
H 4.785 -6.978 2.224
H 3.966 -4.094 1.607
H 5.620 -4.717 1.622
H 4.664 -4.666 3.113
H 1.565 -4.228 0.887
H 0.833 -5.540 -0.053
H 2.570 -5.358 -0.051

=====

29
Properties=species:S:1:pos:R:3 method="wB97M-V/def2-TZVPD" homo_lumo_gap_ev=9.630
C -2.894 2.358 0.167
C -1.808 1.836 0.712
C -0.586 1.946 -0.088
C 2.447 -0.562 1.713
C 1.569 0.816 -1.702
C -2.406 -2.204 -0.588
C 2.266 -0.501 0.168
C 1.154 0.378 -0.357
N 0.484 1.168 0.492
O -0.494 2.525 -1.129
O -0.850 -1.267 1.307
O 0.099 -3.139 -0.044
O -0.120 -0.962 -0.935
S -0.690 -1.927 0.004
H -3.797 2.377 0.615
H -2.642 2.526 -0.865
H -1.639 1.498 1.684
H 3.145 -1.406 2.062
H 1.479 -0.811 2.153
H 2.801 0.412 2.086
H 2.499 1.503 -1.673
H 0.779 1.385 -2.198
H 1.862 -0.020 -2.320
H -2.401 -1.779 -1.635
H -2.621 -3.291 -0.402
H -2.980 -1.717 0.124
H 2.022 -1.491 -0.169
H 3.135 -0.189 -0.400
H 0.187 0.539 1.217

=====

11
Properties=species:S:1:pos:R:3 method="wB97M-V/def2-TZVPD" homo_lumo_gap_ev=8.633
C -0.882 -0.171 -1.227
C 1.462 -1.262 -1.136
C -0.476 1.481 2.062
C 0.321 -0.575 -1.188
C 0.252 0.527 1.888
N -1.931 0.428 -1.486
F 1.024 -0.513 1.920
H 1.820 -1.534 -0.255
H 2.018 -1.378 -2.013
H -0.974 2.418 2.171
H -2.632 0.580 -0.737

=====

43
Properties=species:S:1:pos:R:3 method="wB97M-V/def2-TZVPD" homo_lumo_gap_ev="6.653 / 6.181"
C 0.742 -1.937 3.010
C -0.666 -1.985 2.952
C -1.075 -2.231 1.596
H -1.450 -1.599 3.574
C 0.147 -2.441 0.828
C 1.287 -2.182 1.705
H 2.361 -2.104 1.402
H 1.456 -1.570 3.719
H -2.119 -2.259 1.220
H 0.207 -2.808 -0.200
C -1.176 2.236 1.427
C -1.157 1.950 2.815
C 0.281 1.729 3.243
H -1.970 1.371 3.269
C 1.102 2.105 2.013
C 0.206 2.497 0.970
H 0.482 2.853 -0.044
H -2.084 2.304 0.798
H 0.864 1.987 4.169
H 2.214 2.125 2.025
Y 0.259 0.016 1.103
O -0.980 0.210 -0.638
C -1.183 -0.790 -1.621
C 0.019 -0.991 -2.474
H -1.454 -1.771 -1.146
H -2.018 -0.308 -2.162
H 0.784 -1.694 -2.114
H 0.966 -2.030 -4.660
C 0.761 -0.959 -4.773
C 0.238 -0.260 -3.640
C -0.072 1.142 -3.784
H -0.441 1.690 -2.906
C 0.138 1.772 -5.004
H -0.087 2.837 -5.103
C 0.629 1.055 -6.113
H 0.779 1.561 -7.071
C 0.929 -0.314 -5.986
H 1.304 -0.877 -6.842
C -0.073 -0.101 5.015
O 0.115 0.143 3.529
H 0.952 0.137 5.389
H -0.394 -1.184 5.196
H -0.824 0.676 5.315

=====

31
Properties=species:S:1:pos:R:3 method="wB97M-V/def2-TZVPD" homo_lumo_gap_ev=5.831 charge=+3
In -0.503 1.412 4.462
C 2.356 -0.017 1.321
C 1.242 0.082 0.157
C 1.390 -1.224 -0.569
C 0.177 -1.517 -1.505
C -1.131 -1.408 -0.752
C -1.282 -0.084 -0.024
N -0.068 0.247 0.701
O -0.174 1.502 1.295
C -1.730 1.009 -1.042
C -2.426 -0.344 1.048
C 1.679 1.324 -0.737
H 2.245 0.886 1.930
H 3.351 0.024 0.890
H 2.170 -0.888 1.941
H 2.364 -1.320 -1.044
H 1.299 -2.055 0.149
H 0.343 -2.518 -1.902
H 0.231 -0.796 -2.341
H -1.147 -2.311 -0.129
H -1.969 -1.504 -1.453
H -0.991 1.113 -1.841
H -2.695 0.755 -1.475
H -1.827 1.997 -0.584
H -2.080 -1.054 1.804
H -2.792 0.556 1.534
H -3.214 -0.905 0.545
H 2.418 1.938 -0.227
H 0.874 2.024 -0.985
H 2.065 0.963 -1.692
H -0.176 2.111 0.526

=====

10
Properties=species:S:1:pos:R:3 method="wB97M-V/def2-TZVPD" homo_lumo_gap_ev=10.302
C 0.427 -0.154 -1.888
O -0.116 -0.414 0.777
O 0.179 1.017 2.841
F -1.369 1.162 -0.630
F -0.125 -1.437 3.238
P 0.197 0.845 -0.364
S -0.610 -0.104 2.437
H 0.190 0.508 -2.748
H 1.589 -0.460 -1.847
H -0.361 -0.963 -1.816

=====

9
Properties=species:S:1:pos:R:3 method="wB97M-V/def2-TZVPD" homo_lumo_gap_ev=5.699
C -0.432 -0.783 -0.398
C -1.646 -0.365 -0.762
H -0.093 -1.799 -0.611
H -2.360 -1.042 -1.231
H -1.949 0.673 -0.608
Cs 3.820 2.471 2.213
O 0.860 -0.098 1.524
C 0.546 0.113 0.321
O 1.254 0.830 -0.447

=====

40
Properties=species:S:1:pos:R:3 method="wB97M-V/def2-TZVPD" homo_lumo_gap_ev=7.741
Pt 0.739 0.852 0.480
O -1.766 2.081 -2.285
C -1.441 1.731 -1.169
O -0.266 2.068 -0.678
C -2.415 0.995 -0.284
C -3.731 1.029 -0.710
C -4.735 0.429 0.026
C -4.450 -0.266 1.185
C -3.140 -0.348 1.593
C -2.071 0.315 0.919
O -0.890 0.238 1.436
N -2.882 -1.189 2.767
O -1.809 -1.753 2.858
O -3.787 -1.310 3.573
N -6.118 0.504 -0.437
O -6.337 1.090 -1.479
O -6.972 -0.030 0.247
H -3.961 1.545 -1.631
H -5.228 -0.757 1.748
C 1.530 -2.660 2.009
C 2.148 -1.358 1.630
O 1.648 -0.272 1.988
N 3.274 -1.332 0.908
C 3.906 -0.055 0.596
C 3.533 0.454 -0.769
C 4.457 0.436 -1.797
C 4.075 0.831 -3.070
C 2.767 1.220 -3.271
C 1.890 1.225 -2.200
N 2.261 0.855 -0.964
H 0.990 -2.527 2.943
H 2.260 -3.464 2.088
H 0.783 -2.909 1.252
H 3.634 -2.184 0.510
H 4.985 -0.171 0.674
H 3.578 0.653 1.355
H 5.469 0.113 -1.595
H 4.788 0.829 -3.884
H 2.410 1.535 -4.241
H 0.870 1.557 -2.319